[1]
This record from the Open Molecules 2025 dataset describes C2H5N3OS2 in the gas phase in a non-equilibrium geometry. The level of theory is ωB97M-V/def2-TZVPD.

```
13
Properties=species:S:1:pos:R:3:mulliken_charge:R:1
S -0.251 -0.644 -0.263 -0.1861
S 0.354 2.373 -0.191 -0.2901
O -3.891 0.254 0.154 -0.4803
N -1.737 -0.320 -0.618 -0.1650
N 2.607 -1.063 -0.015 -0.6680
N 2.109 0.244 0.211 -0.0658
C -2.690 0.080 0.351 0.2076
C 0.812 0.810 -0.048 0.3479
H -2.144 0.183 1.428 0.2122
H 2.322 -1.602 0.849 0.2878
H 1.841 -1.270 -0.898 0.3340
H -2.148 0.140 -1.470 0.2904
H 2.817 0.814 0.510 0.1756
```

Results
- SMILES: NNC(=S)SNC=O
- HOMO energy: -9.03 eV
- Energy relative to the best compared isomer or geometry (same formula, charge and spin): 2.817 eV
- Strongest force on any atom: 0.126 Eh/bohr
- Orbital gap: 9.20 eV

=====

[2]
This record from the Open Molecules 2025 dataset describes C2H5N3S in the gas phase in a non-equilibrium geometry. The level of theory is ωB97M-V/def2-TZVPD.

```
11
Properties=species:S:1:pos:R:3:mulliken_charge:R:1
S 1.555 -1.362 -0.095 0.0392
N -2.306 -0.081 -0.225 -0.6125
N 2.465 -0.041 -0.066 -0.3247
N -0.854 0.087 -0.001 -0.1630
C 2.000 1.189 0.024 -0.2898
C -0.197 -1.029 0.134 -0.0624
H -2.799 0.861 0.046 0.2677
H -2.600 -0.912 0.358 0.2671
H 2.722 1.907 -0.139 0.3066
H -0.870 -1.926 0.027 0.2510
H 0.883 1.306 -0.063 0.3206
```

Results
- SMILES: C=NS/C=N/N
- HOMO energy: -8.51 eV
- Energy relative to the best compared isomer or geometry (same formula, charge and spin): 3.767 eV
- Strongest force on any atom: 0.094 Eh/bohr
- Orbital gap: 9.04 eV